Entry 1:
{"formula": "C47H50BMoN6O5", "method": "ωB97M-V/def2-TZVPD", "spin_multiplicity": 1, "orbital_gap_ev": 4.54, "e_lumo_ev": -11.34, "charge": 3, "species": ["Mo", "C", "C", "C", "C", "C", "N", "N", "B", "N", "N", "C", "C", "C", "C", "C", "N", "N", "C", "C", "C", "C", "C", "H", "H", "H", "H", "H", "H", "H", "H", "H", "H", "H", "H", "H", "H", "H", "H", "H", "H", "H", "H", "H", "H", "C", "C", "C", "O", "C", "C", "O", "C", "O", "C", "C", "C", "C", "C", "C", "C", "C", "C", "C", "C", "C", "C", "O", "C", "C", "C", "C", "C", "C", "C", "C", "C", "C", "C", "C", "H", "H", "H", "H", "H", "H", "H", "H", "H", "H", "H", "H", "H", "H", "H", "H", "H", "H", "H", "H", "H", "H", "H", "H", "H", "H", "H", "H", "O", "C"], "positions_angstrom": [[-0.5509, 0.2073, 1.1377], [-2.8484, 1.4438, -1.5557], [-1.8927, 2.3420, -0.8474], [-1.6725, 3.6926, -1.0584], [-0.8436, 4.1358, -0.0292], [-0.3448, 5.5101, 0.2199], [-0.5579, 3.0869, 0.7547], [-1.1691, 1.9701, 0.2390], [-0.1952, 3.0400, 2.2620], [-1.3865, 2.3288, 2.9503], [-1.7522, 1.0604, 2.5735], [-2.9040, 0.7550, 3.2401], [-3.6375, -0.5285, 3.0602], [-3.2499, 1.8242, 4.0354], [-2.2720, 2.8029, 3.8357], [-2.1985, 4.1442, 4.4605], [1.0476, 2.1407, 2.4881], [0.9344, 0.7647, 2.4694], [2.0530, 0.2517, 3.0464], [2.3253, -1.1968, 3.2552], [2.8632, 1.3002, 3.4362], [2.2046, 2.4756, 3.0746], [2.6511, 3.8761, 3.2706], [-3.8609, 1.8096, -1.3756], [-2.6965, 1.4653, -2.6350], [-2.7966, 0.4204, -1.1973], [-2.0919, 4.2956, -1.8468], [-0.3709, 6.0797, -0.7057], [-0.9754, 6.0266, 0.9471], [0.6730, 5.4982, 0.6047], [-0.0312, 4.1251, 2.7012], [-3.3349, -1.0485, 2.1516], [-3.4755, -1.1861, 3.9160], [-4.7068, -0.3289, 3.0120], [-4.1100, 1.8939, 4.6802], [-2.9898, 4.2414, 5.1986], [-1.2397, 4.3073, 4.9533], [-2.3250, 4.9308, 3.7144], [1.9478, -1.8224, 2.4471], [3.3982, -1.3570, 3.3408], [1.8730, -1.5274, 4.1926], [3.8208, 1.2230, 3.9234], [3.7307, 3.8977, 3.4005], [2.3741, 4.5054, 2.4270], [2.2014, 4.3002, 4.1712], [-1.1483, -1.6088, -5.0222], [0.0251, -1.7770, -4.0714], [1.1675, -2.5247, -4.7173], [-0.3449, -2.4406, -2.8692], [-0.8793, -1.4574, -2.0350], [0.0629, -0.2253, -2.3049], [0.4578, -0.4676, -3.6156], [1.2724, 0.1184, -1.3485], [0.6969, 0.0164, -0.0590], [1.7192, 1.5862, -1.5527], [2.5581, 2.1466, -0.5927], [3.0673, 3.4222, -0.7721], [2.7399, 4.1487, -1.9099], [1.9170, 3.5856, -2.8711], [1.4102, 2.3022, -2.7019], [2.5571, -0.7084, -1.4540], [3.1140, -1.2558, -0.3011], [4.3462, -1.8909, -0.3533], [5.0294, -1.9831, -1.5556], [4.4827, -1.4222, -2.7007], [3.2626, -0.7628, -2.6504], [-1.2729, -2.0701, -0.6527], [-1.5535, -0.9545, 0.2276], [-0.2809, -3.0148, 0.0377], [-0.6475, -3.4356, 1.3523], [0.1367, -4.4159, 2.0099], [1.2769, -4.9101, 1.4168], [1.6234, -4.4749, 0.1427], [0.8534, -3.5260, -0.5449], [-2.5420, -2.9127, -0.8602], [-2.4657, -4.1174, -1.5547], [-3.6129, -4.8694, -1.7534], [-4.8325, -4.4343, -1.2518], [-4.9045, -3.2414, -0.5505], [-3.7607, -2.4804, -0.3506], [-1.4472, -2.5802, -5.4122], [-0.8395, -0.9765, -5.8525], [-2.0114, -1.1506, -4.5383], [0.8065, -3.4847, -5.0826], [1.9681, -2.6941, -4.0002], [1.5483, -1.9479, -5.5582], [-1.8425, -1.1238, -2.4463], [-0.5442, 0.6841, -2.2715], [2.8789, 1.5537, 0.2570], [3.7613, 3.8321, -0.0487], [3.1562, 5.1364, -2.0604], [1.6891, 4.1299, -3.7783], [0.8223, 1.8601, -3.4960], [2.5903, -1.1758, 0.6437], [4.7794, -2.2923, 0.5547], [5.9983, -2.4623, -1.5964], [5.0151, -1.4701, -3.6414], [2.8748, -0.2768, -3.5322], [-1.7093, -3.3958, 1.5959], [-0.1702, -4.7573, 2.9912], [1.8793, -5.6478, 1.9298], [2.5013, -4.8828, -0.3429], [1.1317, -3.2411, -1.5468], [-1.5217, -4.4693, -1.9437], [-3.5532, -5.8030, -2.2960], [-5.7260, -5.0221, -1.4115], [-5.8544, -2.8977, -0.1633], [-3.8318, -1.5416, 0.1875], [-0.8866, -1.5739, 3.7070], [-0.6112, -1.4507, 2.6023]], "forces_ev_per_angstrom": [[-1.065, 1.161, -0.797], [-0.002, 0.117, -0.008], [-0.034, 0.062, -0.079], [-0.028, -0.131, 0.077], [-0.055, -0.116, -0.227], [0.021, 0.048, 0.175], [0.006, 0.070, 0.122], [0.169, -0.080, -0.077], [-0.042, -0.013, -0.106], [-0.011, 0.281, 0.106], [-0.274, 0.178, 0.440], [-0.274, -0.067, 0.055], [0.065, 0.041, 0.082], [0.103, -0.143, -0.106], [-0.158, -0.127, 0.032], [0.092, 0.119, -0.007], [-0.200, 0.113, 0.171], [0.285, -0.348, 0.185], [0.229, 0.105, 0.049], [-0.143, -0.027, 0.054], [-0.125, -0.054, -0.127], [0.136, -0.225, -0.075], [-0.091, 0.100, 0.057], [-0.003, -0.013, 0.010], [0.058, -0.021, 0.008], [-0.050, -0.016, -0.057], [-0.013, -0.011, 0.002], [0.023, 0.008, -0.002], [-0.008, -0.017, -0.018], [0.027, 0.008, -0.037], [0.059, 0.040, -0.008], [-0.059, -0.038, 0.044], [0.016, -0.016, -0.022], [-0.003, -0.019, -0.066], [0.013, 0.013, 0.008], [0.007, 0.026, 0.007], [-0.001, -0.032, -0.004], [-0.010, -0.015, -0.004], [-0.030, -0.103, -0.016], [-0.007, 0.000, -0.055], [-0.005, -0.027, -0.006], [0.001, 0.002, -0.001], [0.001, 0.011, -0.015], [0.039, 0.003, -0.011], [-0.001, -0.008, -0.008], [0.044, -0.004, 0.157], [-0.029, -0.062, -0.366], [-0.071, 0.067, 0.222], [-0.123, -0.116, 0.126], [-0.040, 0.497, -0.009], [-0.092, -0.226, 0.475], [0.243, 0.060, 0.044], [0.698, 0.382, -1.947], [1.120, -0.152, -0.245], [-0.243, -0.156, 0.278], [0.081, 0.053, -0.036], [0.006, -0.070, 0.114], [-0.009, 0.068, -0.015], [0.022, 0.016, -0.056], [-0.125, -0.063, 0.017], [-0.288, -0.161, 0.636], [-0.070, -0.013, -0.176], [-0.018, 0.038, 0.125], [0.060, -0.031, -0.002], [-0.065, 0.079, -0.030], [-0.061, -0.014, 0.004], [0.413, -1.537, -1.025], [-0.176, 0.100, 0.635], [-0.161, 0.438, 0.863], [0.148, -0.835, -0.663], [-0.497, 0.922, 0.187], [0.286, 0.008, -0.173], [-0.085, 0.031, 0.061], [0.256, -0.059, -0.039], [-0.182, 0.477, 0.268], [0.044, 0.041, 0.025], [-0.017, 0.035, 0.039], [-0.026, 0.013, -0.017], [-0.069, 0.000, 0.025], [-0.005, 0.061, -0.114], [0.002, 0.001, -0.007], [-0.034, 0.002, -0.022], [0.015, 0.043, -0.020], [0.015, 0.009, -0.040], [0.032, 0.019, -0.008], [0.012, -0.028, -0.028], [0.015, -0.021, 0.069], [-0.031, -0.080, -0.029], [-0.025, 0.003, 0.060], [-0.029, 0.018, 0.014], [-0.014, -0.010, -0.008], [0.010, -0.001, 0.009], [-0.032, 0.038, 0.022], [0.088, -0.042, -0.106], [0.019, -0.041, -0.036], [-0.021, -0.031, -0.003], [0.035, -0.001, 0.025], [-0.019, -0.007, -0.061], [0.099, 0.352, 0.305], [-0.029, -0.097, -0.054], [-0.009, -0.030, -0.055], [0.000, 0.029, 0.012], [0.080, 0.002, 0.078], [0.047, -0.008, -0.017], [0.014, 0.004, -0.004], [0.008, -0.011, 0.011], [0.001, -0.005, 0.009], [-0.060, -0.055, -0.088], [0.665, -0.517, -1.876], [-0.481, -0.262, 2.718]]}

=====

Entry 2:
{"formula": "C19H24N2O4S2", "method": "ωB97M-V/def2-TZVPD", "spin_multiplicity": 1, "orbital_gap_ev": 8.47, "e_lumo_ev": 0.20, "smiles": "COc1cccc(NC(=O)[C@H]2CC[C@H](CNS(=O)(=O)c3cccs3)CC2)c1", "species": ["C", "O", "C", "C", "C", "C", "C", "N", "C", "O", "C", "C", "C", "C", "C", "N", "S", "O", "O", "C", "C", "C", "C", "S", "C", "C", "C", "H", "H", "H", "H", "H", "H", "H", "H", "H", "H", "H", "H", "H", "H", "H", "H", "H", "H", "H", "H", "H", "H", "H", "H"], "positions_angstrom": [[3.2769, 2.7640, 5.5329], [2.4542, 1.8976, 6.2795], [1.4876, 1.1996, 5.6281], [0.7018, 0.3598, 6.4198], [-0.3037, -0.3862, 5.8421], [-0.5436, -0.3122, 4.4815], [0.2375, 0.5230, 3.6890], [-0.0409, 0.5686, 2.3168], [0.5805, 1.2723, 1.3293], [1.5172, 2.0207, 1.4995], [-0.0069, 0.9845, -0.0501], [0.6450, -0.2909, -0.5995], [0.1257, -0.5953, -2.0011], [0.4020, 0.5703, -2.9495], [-0.0881, 0.2594, -4.3706], [-1.5094, -0.0127, -4.4107], [-2.0337, -1.3565, -5.2363], [-1.0771, -1.7696, -6.2198], [-3.3888, -1.1028, -5.6190], [-2.0174, -2.5683, -3.9496], [-1.1661, -3.6187, -3.8071], [-1.4198, -4.3577, -2.6311], [-2.4540, -3.8442, -1.9130], [-3.1440, -2.4556, -2.6610], [-0.2499, 1.8398, -2.4004], [0.2630, 2.1512, -0.9987], [1.2538, 1.2802, 4.2609], [3.8460, 2.2210, 4.7723], [2.6941, 3.5549, 5.0512], [3.9643, 3.2074, 6.2515], [0.9001, 0.3125, 7.4782], [-0.9102, -1.0343, 6.4567], [-1.3335, -0.8989, 4.0345], [-0.8093, -0.0252, 2.0363], [-1.0881, 0.8276, 0.0336], [1.7268, -0.1457, -0.6310], [0.4396, -1.1361, 0.0623], [-0.9511, -0.7679, -1.9602], [0.5987, -1.5037, -2.3798], [1.4842, 0.7285, -3.0079], [0.1713, 1.0877, -5.0389], [0.4021, -0.6412, -4.7473], [-2.1061, 0.7804, -4.5737], [-0.4020, -3.8425, -4.5281], [-0.8597, -5.2272, -2.3392], [-2.8584, -4.2061, -0.9887], [-1.3322, 1.6984, -2.3688], [-0.0369, 2.6815, -3.0624], [1.3374, 2.3394, -1.0225], [-0.2201, 3.0517, -0.6147], [1.8413, 1.9174, 3.6246]], "forces_ev_per_angstrom": [[0.142, 0.149, -0.131], [-0.231, -0.220, 0.096], [-0.273, -0.246, 0.060], [0.181, 0.139, 0.080], [0.084, 0.081, -0.034], [-0.008, 0.027, -0.166], [0.044, -0.070, 0.354], [-0.331, -0.278, 0.149], [-0.461, -0.138, -0.400], [0.258, 0.169, 0.055], [0.494, 0.196, -0.017], [-0.305, -0.115, -0.088], [0.336, 0.141, 0.036], [-0.436, -0.105, -0.208], [0.706, -0.030, 0.329], [-0.495, -0.502, -0.517], [0.105, 0.082, 0.329], [0.089, -0.013, 0.237], [-0.061, 0.155, 0.231], [-0.222, 0.332, -0.243], [-0.002, 0.214, -0.303], [-0.082, 0.012, 0.155], [-0.125, 0.369, -0.201], [0.150, -0.395, 0.119], [0.394, -0.075, 0.042], [-0.307, -0.024, 0.052], [0.330, 0.284, 0.008], [-0.031, 0.024, 0.017], [0.022, -0.036, 0.004], [-0.030, -0.007, -0.089], [0.023, -0.008, 0.137], [-0.047, -0.052, 0.055], [-0.086, -0.062, -0.057], [0.155, 0.167, -0.068], [-0.013, -0.024, 0.023], [0.076, -0.004, 0.071], [0.073, -0.013, 0.026], [-0.043, -0.075, -0.019], [-0.046, -0.073, -0.024], [0.035, 0.022, -0.021], [-0.045, -0.115, -0.029], [0.198, 0.173, 0.006], [-0.291, 0.030, -0.126], [0.168, -0.038, -0.156], [0.071, -0.154, 0.075], [-0.099, -0.095, 0.193], [-0.131, 0.019, -0.034], [-0.062, 0.062, -0.059], [0.008, 0.041, 0.032], [0.083, 0.051, 0.021], [0.040, 0.031, -0.002]]}

=====

Entry 3:
{"formula": "C2H6F6Li2NO7S2", "method": "ωB97M-V/def2-TZVPD", "spin_multiplicity": 1, "orbital_gap_ev": 9.18, "e_lumo_ev": -4.53, "charge": 1, "species": ["Li", "Li", "C", "F", "F", "F", "S", "O", "O", "N", "S", "O", "O", "C", "F", "F", "F", "O", "H", "H", "O", "H", "H", "O", "H", "H"], "positions_angstrom": [[-0.3517, 2.4381, 0.1896], [-1.0570, -0.2432, 0.1369], [1.1899, -0.7058, 2.5613], [1.9412, -0.6640, 3.7369], [1.4442, -1.8964, 2.0457], [-0.0826, -0.6038, 2.8369], [1.7429, 0.8276, 1.3933], [1.1185, 1.9792, 2.0604], [3.2511, 0.8421, 1.3579], [0.7704, 0.6523, -0.0932], [1.8831, 0.5909, -1.2029], [2.4654, 1.8338, -1.5357], [2.8649, -0.4687, -1.0735], [0.8639, -0.0221, -2.8171], [1.6434, -0.0719, -3.8759], [0.2940, -1.1880, -2.4365], [-0.1454, 0.7733, -3.1902], [-2.1061, 1.2342, 1.1284], [-2.1880, 2.1206, 1.4805], [-3.0032, 0.9763, 0.9166], [-2.3660, -0.2616, -1.5755], [-2.6413, 0.4436, -2.1614], [-2.8989, -1.0125, -1.8369], [-1.4077, -2.1662, 0.5780], [-1.5864, -2.8653, -0.0509], [-1.6385, -2.5426, 1.4273]], "forces_ev_per_angstrom": [[0.850, -0.285, 0.240], [-0.164, -0.656, -0.346], [2.909, -0.406, 1.258], [-1.532, 0.753, -2.209], [-0.234, 0.592, -0.583], [-0.703, 0.356, 0.013], [3.056, 0.588, 2.133], [-0.438, -0.957, -1.169], [-5.269, -0.460, -0.437], [0.329, 0.269, 3.212], [3.102, -3.151, -5.021], [-0.660, 2.009, -0.009], [-1.802, 0.239, 0.448], [-0.043, 0.785, 1.410], [0.258, -0.913, 0.811], [0.717, 0.048, -0.721], [-0.455, 0.614, 0.537], [0.736, 0.160, -0.515], [-0.266, 0.171, 0.769], [-0.551, -0.129, -0.195], [0.139, 0.212, 0.732], [0.062, 0.240, -0.319], [-0.116, -0.345, -0.058], [-0.058, 0.561, -0.060], [0.107, -0.223, -0.331], [0.026, -0.073, 0.410]]}

=====

What is the formula in the first record?
C47H50BMoN6O5